DFT (wB97M-V/def2-TZVPD) results for 2 unconnected molecules or ions with the total composition CH6N2S2 at a distorted geometry.

Summary:
SMILES = [H]/N=C/N.SS
gap between HOMO and LUMO = 9.42 eV
HOMO = -9.203 eV

Last columns: bonded neighbours and bond lengths (Å).
Cartesian coordinates (Å):
1 H -1.5215 -4.0736 0.3914  N2 1.019
2 N -0.9786 -3.2150 0.4679  H1 1.019, C3 1.281
3 C -0.0822 -3.3411 1.3748  N2 1.281, N4 1.371, H5 1.101
4 N 0.4269 -2.2480 2.0277  C3 1.371, H6 1.017, H7 1.021
5 H 0.3736 -4.3327 1.5217  C3 1.101
6 H 1.3952 -1.9891 1.8574  N4 1.017
7 H -0.0669 -1.3739 1.8408  N4 1.021
8 S 0.1405 1.8728 0.1038  S9 2.082, H10 1.354
9 S -0.0155 2.1908 -1.9480  S8 2.082, H11 1.321
10 H 1.4934 1.8471 0.0465  S8 1.354
11 H 0.6368 3.3400 -1.9422  S9 1.321

Population analysis type Löwdin, resulting atomic charges in e: H 0.028; N 0.049; C -0.398; N 0.047; H 0.111; H 0.083; H 0.078; S 0.201; S 0.226; H -0.202; H -0.224

***

DFT (wB97M-V/def2-TZVPD) results for a gas-phase ion, CH6N3 (charge +1) at a distorted geometry.

Summary:
SMILES = [H]/N=[N+](/C)N
gap between HOMO and LUMO = 11.52 eV
HOMO = -16.305 eV
charge = +1

Last columns: bonded neighbours and bond lengths (Å).
Cartesian coordinates (Å):
1 H -2.0398 -1.1663 -0.0240  N2 1.006
2 N -1.0455 -1.2003 0.1248  H1 1.006, N3 1.191
3 N -0.4446 -0.1830 -0.0242  N2 1.191, C4 1.742, N5 1.269
4 C 1.2854 -0.3870 -0.0141  N3 1.742, H6 1.063, H7 1.094, H8 1.074
5 N -0.8089 1.0310 -0.0814  N3 1.269, H9 1.091, H10 0.992
6 H 1.3613 -0.7224 0.9914  C4 1.063
7 H 1.6475 0.6294 -0.1925  C4 1.094
8 H 1.7702 -1.0388 -0.7168  C4 1.074
9 H -0.0479 1.7508 -0.3863  N5 1.091
10 H -1.6777 1.2867 0.3230  N5 0.992

Population analysis type Löwdin, resulting atomic charges in e: H 0.119; N 0.227; N -0.280; C 0.172; N 0.172; H 0.080; H 0.077; H 0.090; H 0.203; H 0.142

***

DFT (wB97M-V/def2-TZVPD) results for a gas-phase ion, CH6N3O (charge +1) at a distorted geometry.

Summary:
SMILES = [NH3+]C/N=N/O
gap between HOMO and LUMO = 10.34 eV
HOMO = -14.355 eV
charge = +1

Last columns: bonded neighbours and bond lengths (Å).
Cartesian coordinates (Å):
1 N 1.5720 -0.5216 -0.0996  C2 1.588, H6 1.011, H7 1.084, H8 0.961
2 C 0.4996 0.5904 0.2669  N1 1.588, N3 1.393, H9 1.122, H10 1.100
3 N -0.7143 -0.0851 0.3663  C2 1.393, N4 1.273
4 N -1.7948 0.4662 -0.0202  N3 1.273, O5 1.338
5 O -2.8582 -0.3444 -0.0682  N4 1.338, H11 1.030
6 H 1.4564 -1.0850 -0.9312  N1 1.011
7 H 1.7516 -1.2079 0.7206  N1 1.084
8 H 2.3322 0.0168 -0.3337  N1 0.961
9 H 0.8682 0.8799 1.2866  C2 1.122
10 H 0.5494 1.1944 -0.6507  C2 1.100
11 H -3.6622 0.0962 -0.5369  O5 1.030

Population analysis type Löwdin, resulting atomic charges in e: N 0.196; C -0.133; N -0.017; N -0.025; O 0.009; H 0.159; H 0.216; H 0.108; H 0.160; H 0.144; H 0.182

***

DFT (wB97M-V/def2-TZVPD) results for 2 unconnected molecules or ions with the total composition CH6N3O2 at a distorted geometry.

Summary:
gap between HOMO and LUMO = 9.15 eV
HOMO = -14.710 eV
charge = +1

Last columns: bonded neighbours and bond lengths (Å).
Cartesian coordinates (Å):
1 C 0.9017 -0.9410 0.7111  N3 1.238, N4 1.198
2 N -1.5426 0.5319 -0.4030  H8 0.999, H9 0.972, H11 1.054
3 N 1.3459 0.0061 0.0491  C1 1.238, O5 1.417, O6 1.323
4 N -0.1239 -1.5105 0.9528  C1 1.198, H10 1.054
5 O 0.6497 1.1915 0.3928  N3 1.417, H7 1.116
6 O 2.2446 0.0014 -0.9216  N3 1.323, H12 0.989
7 H -0.4450 0.9795 0.3507  O5 1.116
8 H -1.1797 -0.0167 -1.1542  N2 0.999
9 H -1.9457 1.2834 -0.8698  N2 0.972
10 H -0.4765 -2.1974 1.6707  N4 1.054
11 H -2.1535 -0.1896 0.0627  N2 1.054
12 H 2.7251 0.8615 -0.8414  O6 0.989

Population analysis type Löwdin, resulting atomic charges in e: C -0.053; N 0.113; N -0.188; N 0.286; O 0.011; O 0.162; H 0.061; H 0.075; H 0.068; H 0.166; H 0.119; H 0.179

***

DFT (wB97M-V/def2-TZVPD) results for 2 unconnected molecules or ions with the total composition CH6N3S at a distorted geometry.

Summary:
gap between HOMO and LUMO (alpha / beta) = 8.19 / 8.19 eV
HOMO (alpha / beta) = -13.725 / -13.726 eV
charge = +1

Last columns: bonded neighbours and bond lengths (Å).
Cartesian coordinates (Å):
1 C 0.5337 0.6356 0.1855  N2 1.263, N4 1.257
2 N 1.0376 -0.2549 -0.5548  C1 1.263, H6 1.082, H7 1.062
3 N -2.3350 -1.0122 -0.0529  S5 1.643, H8 1.058, H9 1.032
4 N 1.0331 1.7248 0.5655  C1 1.257, H10 0.978, H11 1.028
5 S -1.9030 0.2766 0.8696  N3 1.643
6 H 2.0097 -0.2789 -1.0298  N2 1.082
7 H 0.3990 -1.0565 -0.8338  N2 1.062
8 H -2.8782 -1.7410 0.4890  N3 1.058
9 H -2.8221 -0.6748 -0.8982  N3 1.032
10 H 1.9329 2.0081 0.3072  N4 0.978
11 H 0.4714 2.5049 0.9311  N4 1.028

Population analysis type Löwdin, resulting atomic charges in e: C -0.401; N 0.127; N -0.415; N 0.161; S 0.795; H 0.191; H 0.140; H 0.085; H 0.051; H 0.117; H 0.149

***

DFT (wB97M-V/def2-TZVPD) results for 2 unconnected molecules or ions with the total composition CH6N3S at a distorted geometry.

Summary:
gap between HOMO and LUMO (alpha / beta) = 6.65 / 6.76 eV
HOMO (alpha / beta) = -14.829 / -14.966 eV
charge = +1

Last columns: bonded neighbours and bond lengths (Å).
Cartesian coordinates (Å):
1 C -0.0477 0.3025 -0.1106  N2 1.301, N3 1.361, N4 1.346
2 N 0.8881 -0.5220 0.2608  C1 1.301, H6 1.010
3 N 0.0937 1.5923 0.2986  C1 1.361, H7 1.006, H8 1.020
4 N -1.1132 -0.0328 -0.8623  C1 1.346, H10 0.995, H11 1.032
5 S -0.1648 -3.0105 0.8749  H9 1.341
6 H 1.5801 -0.3710 0.9814  N2 1.010
7 H -0.4802 2.2542 -0.1953  N3 1.006
8 H 1.0775 1.8174 0.4477  N3 1.020
9 H 1.0942 -3.3590 0.5720  S5 1.341
10 H -1.9179 0.4544 -0.5395  N4 0.995
11 H -1.1555 -1.0051 -1.2043  N4 1.032

Population analysis type Löwdin, resulting atomic charges in e: C -0.574; N 0.140; N 0.181; N 0.182; S 0.698; H 0.087; H 0.123; H 0.136; H -0.209; H 0.119; H 0.119

***

DFT (wB97M-V/def2-TZVPD) results for a gas-phase ion, CH6N3S2 (charge +1) at a distorted geometry.

Summary:
gap between HOMO and LUMO = 8.27 eV
HOMO = -13.571 eV
charge = +1

Last columns: bonded neighbours and bond lengths (Å).
Cartesian coordinates (Å):
1 C -0.5672 1.1077 -0.0019  N2 1.382, N4 1.291, H9 1.072
2 N 0.7571 1.4367 -0.2230  C1 1.382, H7 0.989, H8 0.941
3 N 1.3353 -2.0746 0.2692  S5 1.573, H10 0.934
4 N -1.0361 -0.0835 -0.1715  C1 1.291, S5 2.081, S6 1.760
5 S -0.0957 -1.9299 -0.3671  N3 1.573, N4 2.081, H11 1.355
6 S -2.7511 -0.3647 0.1063  N4 1.760, H12 1.349
7 H 1.1749 2.1921 0.2600  N2 0.989
8 H 1.3170 0.8573 -0.7095  N2 0.941
9 H -1.1557 1.8797 0.4531  C1 1.072
10 H 1.2605 -2.3538 1.1568  N3 0.934
11 H 0.4110 -1.5920 -1.5773  S5 1.355
12 H -2.4515 -1.6079 0.5356  S6 1.349

Population analysis type Löwdin, resulting atomic charges in e: C -0.251; N 0.181; N -0.271; N -0.587; S 1.027; S 0.810; H 0.115; H 0.053; H 0.133; H -0.061; H 0.006; H -0.156

***

DFT (wB97M-V/def2-TZVPD) results for 2 unconnected molecules or ions with the total composition CH6N3S2 at a distorted geometry.

Summary:
gap between HOMO and LUMO (alpha / beta) = 8.14 / 6.76 eV
HOMO (alpha / beta) = -13.639 / -12.923 eV
charge = +1

Last columns: bonded neighbours and bond lengths (Å).
Cartesian coordinates (Å):
1 C 0.2881 0.1658 0.1838  N2 1.265, N4 1.292
2 N 1.1680 -0.7427 0.1811  C1 1.265, S5 1.911, H7 0.983
3 N -1.8121 -0.9941 0.2466  S6 1.547, H8 1.048
4 N 0.4986 1.4387 0.2551  C1 1.292, H9 1.049, H10 1.011
5 S 3.0620 -0.5907 -0.0241  N2 1.911, H11 1.384
6 S -3.0698 -0.1694 -0.1163  N3 1.547, H12 1.293
7 H 0.7975 -1.6461 0.0649  N2 0.983
8 H -1.5294 -0.6517 1.1959  N3 1.048
9 H 1.3865 1.9135 0.5483  N4 1.049
10 H -0.2452 2.0863 0.0329  N4 1.011
11 H 2.6603 -0.1366 -1.2688  S5 1.384
12 H -3.2045 -0.6730 -1.2995  S6 1.293

Population analysis type Löwdin, resulting atomic charges in e: C -0.306; N -0.255; N -0.403; N 0.143; S 0.771; S 0.905; H 0.073; H 0.017; H 0.147; H 0.117; H -0.102; H -0.107

***

DFT (wB97M-V/def2-TZVPD) results for a single CH6N4 molecule at a distorted geometry.

Summary:
SMILES = N/N=C\NN
gap between HOMO and LUMO = 9.72 eV
HOMO = -8.772 eV

Last columns: bonded neighbours and bond lengths (Å).
Cartesian coordinates (Å):
1 N -0.0726 1.1755 -1.4381  N2 1.528, H6 1.089, H7 1.110
2 N -0.5000 -0.2754 -1.6512  N1 1.528, C3 1.275
3 C -0.2920 -0.6663 -0.4552  N2 1.275, N4 1.423, H8 1.201
4 N 0.0571 0.1052 0.6884  C3 1.423, N5 1.387, H9 1.034
5 N 0.7537 -0.7057 1.5717  N4 1.387, H10 1.115, H11 1.258
6 H -0.3528 1.8373 -2.2559  N1 1.089
7 H -0.5266 1.7662 -0.6156  N1 1.110
8 H -0.5589 -1.7757 -0.0800  C3 1.201
9 H 0.4921 0.9404 0.2621  N4 1.034
10 H 0.8238 -1.7821 1.2878  N5 1.115
11 H 0.1761 -0.6195 2.6860  N5 1.258

Population analysis type Löwdin, resulting atomic charges in e: N -0.117; N 0.015; C -0.322; N -0.176; N -0.108; H 0.102; H 0.105; H 0.143; H 0.079; H 0.101; H 0.178

***

DFT (wB97M-V/def2-TZVPD) results for a single CH6N4 molecule at a distorted geometry.

Summary:
SMILES = CN/N=N/N
gap between HOMO and LUMO (alpha / beta) = 8.49 / 8.38 eV
HOMO (alpha / beta) = -7.215 / -7.095 eV

Last columns: bonded neighbours and bond lengths (Å).
Cartesian coordinates (Å):
1 C 1.7591 -0.0243 0.0410  N2 1.466, H6 1.040, H7 1.122, H8 1.215
2 N 0.4355 0.5961 -0.0749  C1 1.466, N3 1.286, H9 1.089
3 N -0.5818 -0.1906 -0.0513  N2 1.286, N4 1.448
4 N -1.8162 0.5563 -0.1768  N3 1.448, N5 1.313
5 N -2.8905 -0.1526 0.0823  N4 1.313, H10 0.998, H11 0.983
6 H 2.5152 0.5171 -0.4244  C1 1.040
7 H 2.0632 -0.1554 1.1129  C1 1.122
8 H 1.8211 -1.0938 -0.5324  C1 1.215
9 H 0.1819 1.5760 -0.4766  N2 1.089
10 H -2.8343 -1.1447 -0.0102  N5 0.998
11 H -3.7186 0.0790 -0.3936  N5 0.983

Population analysis type Löwdin, resulting atomic charges in e: C -0.111; N -0.204; N -0.047; N -0.108; N -0.056; H 0.029; H 0.078; H 0.124; H 0.168; H 0.070; H 0.058

***

ΔE to the lowest compared entry with this formula, charge and spin? In order: 0.802 4.728 2.688 3.076 1.725 2.824 2.889 3.957 4.036 3.396 eV.